(1)
104
Properties=species:S:1:pos:R:3 method="wB97M-V/def2-TZVPD" largest_force_ev_per_a=0.7 spin_multiplicity=1 orbital_gap_ha=0.1840 total_charge=+3 e_lumo_ha=-0.408 e_above_lowest_kcal_mol=13.7
Ti 0.354 1.529 -1.021
C -3.237 -0.873 5.150
C -1.721 -1.009 4.928
C -0.964 -0.492 6.164
C -1.378 -2.482 4.718
C -1.321 -0.162 3.729
C -0.737 -0.676 2.611
C -0.400 0.207 1.553
N 0.164 -0.094 0.371
C 0.632 -1.265 -0.070
C 1.022 -2.403 0.676
C 1.372 -3.537 0.016
C 1.313 -3.529 -1.420
C 1.002 -2.450 -2.218
C 0.695 -1.263 -1.518
O 0.434 -0.109 -2.080
C 1.026 -2.532 -3.748
C 2.116 -1.599 -4.294
C -0.346 -2.131 -4.315
C 1.338 -3.952 -4.225
C 1.832 -4.771 0.790
C 3.120 -4.413 1.552
C 0.732 -5.164 1.792
C 2.112 -5.966 -0.124
C -0.747 1.605 1.609
O -0.428 2.274 0.504
C -1.346 2.154 2.744
C -1.577 1.241 3.763
C -1.758 3.615 2.973
C -3.262 3.656 3.294
C -1.508 4.533 1.776
C -0.957 4.160 4.168
H -3.530 -1.467 6.016
H -3.797 -1.236 4.285
H -3.538 0.158 5.348
H -1.240 -1.095 7.030
H -1.210 0.545 6.402
H 0.117 -0.569 6.028
H -1.679 -3.050 5.598
H -0.303 -2.634 4.588
H -1.909 -2.909 3.862
H -0.573 -1.735 2.517
H 1.097 -2.349 1.751
H 1.568 -4.454 -1.915
H 1.903 -0.561 -4.044
H 2.166 -1.687 -5.381
H 3.097 -1.862 -3.892
H -0.605 -1.101 -4.062
H -1.132 -2.789 -3.939
H -0.333 -2.220 -5.402
H 2.329 -4.286 -3.910
H 1.321 -3.973 -5.314
H 0.595 -4.672 -3.875
H 2.963 -3.598 2.262
H 3.919 -4.124 0.865
H 3.459 -5.282 2.116
H 0.540 -4.373 2.522
H 1.047 -6.049 2.346
H -0.204 -5.401 1.281
H 2.927 -5.768 -0.825
H 1.225 -6.275 -0.683
H 2.418 -6.814 0.488
H -2.023 1.625 4.671
H -3.858 3.268 2.463
H -3.568 4.687 3.473
H -3.516 3.083 4.187
H -2.083 4.224 0.900
H -0.453 4.576 1.508
H -1.831 5.539 2.041
H -1.142 3.595 5.082
H -1.247 5.194 4.361
H 0.116 4.139 3.964
C 2.146 2.421 -6.048
C 2.824 2.035 -4.789
N 4.064 1.705 -4.647
N 4.216 1.421 -3.320
C 3.103 1.566 -2.623
S 2.832 1.369 -0.953
N 2.198 1.966 -3.544
N 0.843 2.154 -3.230
H 2.874 2.385 -6.855
H 1.748 3.436 -5.990
H 1.333 1.732 -6.285
H 5.124 1.146 -2.970
H 0.304 1.486 -3.783
H 0.577 3.101 -3.497
Cl 1.112 4.300 -0.949
C 2.340 4.556 0.371
Cl 2.246 3.354 1.642
H 2.118 5.536 0.775
H 3.310 4.515 -0.105
C -2.532 1.122 -3.454
P -2.043 1.978 -1.936
C -2.369 3.737 -2.217
C -3.242 1.440 -0.690
H -3.560 1.386 -3.704
H -2.471 0.044 -3.306
H -1.900 1.399 -4.300
H -3.435 3.889 -2.395
H -1.825 4.096 -3.092
H -2.066 4.320 -1.348
H -4.248 1.550 -1.095
H -3.149 2.054 0.205
H -3.081 0.394 -0.426

=====

(2)
10
Properties=species:S:1:pos:R:3 method="wB97M-V/def2-TZVPD" largest_force_ev_per_a=1.5 spin_multiplicity=1 orbital_gap_ha=0.1577 total_charge=0 e_lumo_ha=-0.049 e_above_lowest_kcal_mol=36.6
C -1.638 0.227 -0.159
O 0.708 -0.383 0.031
C 0.578 0.923 0.020
C -0.906 -0.953 0.241
O -0.673 1.336 0.077
O 1.546 1.680 0.118
H -1.789 0.245 -1.252
H -0.867 -1.172 1.317
H -1.055 -1.840 -0.381
Rb 4.098 -0.063 -0.012